(1)
The following is a DFT calculation (ωB97M-V/def2-TZVPD) of a molecular structure, C12H22Cl2F3NiO6S2.

Geometry as XYZ:
```
48
Properties=species:S:1:pos:R:3:mulliken_charge:R:1
Ni 0.75100 -0.08855 0.00843 0.2860
C -1.99089 0.87898 1.71307 -0.2529
O -3.01835 0.34933 0.84191 -0.2746
O -0.82126 0.67734 1.06975 -0.3943
C -2.43129 2.33282 1.99482 0.7711
F -3.58376 2.21256 2.71584 -0.2753
F -1.57466 3.17759 2.56355 -0.2527
F -2.80587 2.94518 0.81714 -0.2643
C -3.33045 -1.01369 1.03406 0.0362
C -4.28340 -1.19886 2.19831 -1.2155
H -3.70545 -1.17360 3.12182 0.2642
H -5.02593 -0.39967 2.21333 0.2532
H -4.88922 -2.10886 2.17761 0.4433
H -2.38099 -1.55757 1.13591 0.2274
H -3.64772 -1.39838 0.06107 0.0127
H -1.97197 0.27871 2.63157 0.3500
Cl 1.75576 1.69121 -1.24013 -0.6338
Cl 1.55199 -2.35433 -0.19442 -0.6406
C 5.58109 -0.88890 2.21999 -0.5396
C 5.32378 -0.09053 0.92218 -0.6757
C 4.43050 1.08422 1.31213 -0.5616
S 3.27634 0.41983 2.48278 0.8365
O 2.11759 0.11984 1.67089 -0.2534
O 3.11513 1.26567 3.63476 -0.6795
C 4.20005 -1.11491 2.81999 -0.6175
H 6.20537 -0.17350 2.76022 0.2421
H 6.20902 -1.72901 1.93051 0.3482
H 4.89961 -0.65758 0.08658 0.3159
H 6.22005 0.25873 0.40025 0.3834
H 3.90754 1.64721 0.53740 0.2795
H 5.06793 1.86084 1.74819 0.3308
H 3.56899 -1.91698 2.43201 0.3681
H 4.20663 -1.32141 3.89161 0.3414
C -1.82764 1.11531 -3.85755 -0.6807
C -3.07544 0.20091 -3.77063 -0.4811
C -2.66476 -1.14748 -3.15354 -0.3527
S -0.87790 -1.16128 -2.97998 1.0498
O -0.20113 -2.33275 -3.49256 -0.7279
O -0.47029 -0.57545 -1.73465 0.0361
C -0.61498 0.23627 -4.15456 -0.7210
H -1.65350 1.65631 -2.92367 0.2091
H -2.00833 1.93081 -4.56043 0.4541
H -3.31637 0.02120 -4.81771 0.2976
H -3.83047 0.72146 -3.18860 0.3289
H -2.95228 -1.91774 -3.86890 0.3397
H -3.12496 -1.43356 -2.20885 -0.0006
H -0.59671 -0.06035 -5.20193 0.3482
H 0.28761 0.73259 -3.79953 0.3422
```

The total charge is -1. As for the spin multiplicity: 3. The expectation value of S² is 2.00.



(2)
The following is a DFT calculation (ωB97M-V/def2-TZVPD) of a molecular structure, C12H22ClN4O11S2.

Geometry as XYZ:
```
52
Properties=species:S:1:pos:R:3:mulliken_charge:R:1
N -1.03445 0.73311 1.99354 -0.4115
C 0.33974 1.10452 1.68446 0.8982
N 1.22580 0.00585 2.16734 -0.7489
N 0.66744 2.33382 2.37892 -0.6918
C 0.48375 1.22820 0.13830 -0.8802
S 0.56332 2.85887 -0.56639 1.0978
O -0.75339 3.43347 -0.38044 -0.6788
O 1.68201 3.57230 -0.00338 -0.6799
N 0.74025 2.48713 -2.11384 -0.2892
S 2.16880 2.66245 -2.77866 0.8493
O 3.24718 1.91088 -2.17075 -0.6371
O 2.45696 4.02028 -3.17260 -0.6235
C 1.76354 1.74707 -4.27506 -0.4485
C 2.70418 1.80809 -5.45145 0.3835
O 2.48641 1.18159 -6.43767 -0.4982
Cl 4.15881 2.78824 -5.39286 -0.1534
H -1.04256 -0.13881 2.50920 0.2105
H -1.45732 1.42407 2.60128 0.2425
H 1.05119 -0.82177 1.59495 0.1175
H 2.17329 0.27472 1.91347 0.3310
H 1.66948 2.46197 2.45286 0.2411
H 0.31820 2.26669 3.32790 0.2553
H 1.31638 0.63147 -0.23353 0.5288
H -0.41899 0.79552 -0.29055 -0.0170
H 0.80307 2.12378 -4.62230 0.3467
H 1.66625 0.69332 -4.02117 0.3277
C -5.90051 2.03133 -1.82612 -1.2820
C -5.01941 1.24965 -0.86930 0.6732
C -3.60461 1.75465 -0.70338 -0.7566
O -2.91185 0.56349 -0.32102 -0.1408
C -3.56396 -0.48573 -0.84910 0.5327
O -3.16869 -1.60752 -0.87118 -0.5688
O -4.76829 -0.08813 -1.35307 -0.3986
H -6.63947 2.61546 -1.27889 0.3077
H -5.31706 2.72505 -2.43206 0.3488
H -6.42823 1.35455 -2.49577 0.3254
H -5.50499 1.14864 0.10555 0.2815
H -3.48348 2.51778 0.06038 0.2848
H -3.17594 2.11508 -1.64054 0.3447
C 1.74444 -5.17329 4.06649 -1.2740
C 1.98899 -4.93497 2.58834 0.4958
C 3.43312 -4.78520 2.16360 -0.6032
O 3.31717 -3.98441 0.98263 -0.3195
C 2.19133 -3.23683 1.10747 0.5852
O 1.89337 -2.33578 0.39587 -0.5377
O 1.46088 -3.66331 2.16500 -0.3012
H 1.44351 -6.20463 4.24486 0.3301
H 2.64024 -4.98444 4.65924 0.3288
H 0.95405 -4.51893 4.42815 0.3356
H 1.49378 -5.70181 1.98726 0.3015
H 3.92610 -5.72675 1.93432 0.2900
H 4.02017 -4.23079 2.89968 0.3447
```

The total charge is -1.



(3)
The following is a DFT calculation (ωB97M-V/def2-TZVPD) of 2 unconnected molecules or ions with the total composition C12H22N3.

Geometry as XYZ:
```
37
Properties=species:S:1:pos:R:3:mulliken_charge:R:1
C -0.79542 -3.86474 1.81171 -0.1247
C -3.34185 -0.02105 -1.50273 -0.7588
C -2.95705 -0.49763 -0.07295 -0.8262
C -2.14641 -0.20272 -2.44213 -0.5542
C 0.26174 -0.03032 -2.04923 -0.6361
C 0.74975 -0.74292 -0.73586 -0.9845
C -0.55397 0.22540 1.06033 -0.0123
C -1.61678 -0.15899 0.22519 -0.1800
C 1.53454 2.35423 0.44549 -1.4454
C 1.95891 0.82517 2.39822 -1.8135
C 3.15542 0.47209 0.24499 -2.0732
C 1.82854 0.90651 0.87110 1.4713
N -0.99351 -2.84131 1.35307 -0.3178
N -1.03378 0.49415 -1.91176 -0.2568
N 0.74487 0.00705 0.46334 0.5312
H -0.62161 -4.81548 2.24137 0.4333
H -4.21177 -0.56359 -1.86700 0.4044
H -3.58491 1.03948 -1.44658 0.3636
H -3.69637 -0.12861 0.64929 0.3732
H -2.99497 -1.59760 -0.04714 0.2567
H -1.94717 -1.26824 -2.63959 0.3820
H -2.41082 0.27463 -3.39508 0.4298
H 0.94743 0.79952 -2.24479 0.3875
H 0.34209 -0.76878 -2.85992 0.3984
H 0.02930 -1.56030 -0.56950 0.3378
H 1.74469 -1.13689 -0.92583 0.5639
H -0.71674 1.30889 1.20412 0.5514
H -0.58389 -0.21834 2.07092 0.3239
H 2.39844 2.97824 0.65486 0.4727
H 1.31872 2.41481 -0.61736 0.2535
H 0.68955 2.76883 0.99302 0.4260
H 2.04414 -0.21186 2.71280 0.4276
H 1.11569 1.28157 2.90898 0.3679
H 2.85474 1.34993 2.71612 0.4864
H 3.14457 0.57586 -0.83577 0.3904
H 3.94907 1.10714 0.62705 0.4973
H 3.39484 -0.55411 0.51125 0.4533
```

The total charge is +1.



(4)
The following is a DFT calculation (ωB97M-V/def2-TZVPD) of 2 unconnected molecules or ions with the total composition C12H22N3O7PS.

Geometry as XYZ:
```
46
Properties=species:S:1:pos:R:3:mulliken_charge:R:1
C 2.59092 -0.98512 2.75098 -1.3136
C 2.82544 -1.80056 1.51310 0.8929
O 2.69358 -2.99470 1.52247 -0.5249
O 3.17155 -1.14308 0.38333 -0.3365
C 2.21182 -1.38935 -0.69285 -0.0645
C 2.24589 -0.25962 -1.70890 -1.0696
C 2.33095 1.18210 -1.15152 -0.6804
C 1.50774 1.51683 0.07944 0.1145
C 0.06506 1.23037 -0.08798 -0.8414
C -0.81496 1.95404 -0.80665 -0.0752
N -2.05776 1.34830 -0.73950 0.1399
S -3.52433 1.93670 -1.49039 -0.6539
C -1.94783 0.24324 0.02331 0.5242
C -3.12674 -0.62886 0.28768 -0.9341
C -2.85353 -2.03363 0.86986 -0.6827
O -1.56169 -2.55113 0.62139 0.1495
C -3.83302 -3.04468 0.26237 -0.8511
N -5.17763 -2.46090 0.04668 -0.5865
N -0.69777 0.18332 0.42763 0.8709
H 2.97722 -1.56487 3.58107 0.4104
H 1.52249 -0.79028 2.85685 0.2327
H 3.09573 -0.02247 2.71172 0.3713
H 1.21153 -1.54578 -0.28973 -0.0798
H 2.50963 -2.33596 -1.14135 0.4285
H 3.15709 -0.41704 -2.28784 0.4360
H 1.41190 -0.39512 -2.40276 0.3624
H 3.37698 1.36411 -0.93203 0.4565
H 2.08252 1.86998 -1.95670 0.4894
H 1.91564 1.08797 0.99082 -0.2357
H 1.61377 2.60209 0.20761 0.3843
H -0.59329 2.85540 -1.35831 0.7251
H -4.13216 2.48839 -0.41726 0.1618
H -3.67615 -0.67906 -0.64560 0.4485
H -3.79183 -0.10359 0.97742 0.3347
H -3.09522 -2.00320 1.93256 0.0893
H -1.04116 -2.42589 1.43601 0.0800
H -3.94621 -3.87605 0.95431 0.4457
H -3.41034 -3.40581 -0.67500 0.3277
H -5.30258 -2.33558 -0.95047 0.2177
H -5.89128 -3.13620 0.28548 0.2618
H -0.31965 -0.53517 1.03789 -0.2989
O 4.14866 3.46975 -1.76888 -0.7025
P 3.26327 4.61660 -1.21105 0.7554
O 3.20246 4.47104 0.33521 -0.7253
O 1.82479 4.44787 -1.79331 -0.6701
O 3.83846 5.99562 -1.58707 -0.7839
```

The total charge is -2.



(5)
The following is a DFT calculation (ωB97M-V/def2-TZVPD) of a molecular structure, C12H22N6O3Pt.

Geometry as XYZ:
```
44
Properties=species:S:1:pos:R:3:mulliken_charge:R:1
Pt 0.33825 0.33323 -0.29924 1.2825
C 0.94970 -0.40372 2.71206 -1.3015
N -0.05879 0.20065 1.82909 0.1765
C -0.32533 1.57726 2.30957 -0.9766
C -1.33382 -0.58250 1.91070 -0.4534
C -1.29080 -1.91085 1.16696 -1.1087
N -1.36748 -1.73197 -0.26808 0.5758
C -0.80178 -2.87149 -0.97591 -1.2152
C -2.72436 -1.45918 -0.72636 -1.1942
H 0.55060 -0.45846 3.72992 0.3860
H 1.84501 0.21034 2.72334 0.3977
H 1.22566 -1.39717 2.37599 0.3696
H -0.73477 1.53819 3.32499 0.4231
H -1.03353 2.06551 1.65356 0.2468
H 0.60628 2.13930 2.32362 0.3123
H -2.11532 0.04875 1.49322 0.3069
H -1.56499 -0.77153 2.96450 0.6098
H -2.11010 -2.54757 1.53621 0.3824
H -0.35181 -2.41993 1.39247 0.3933
H -1.35322 -3.80524 -0.78402 0.3886
H 0.23858 -3.00647 -0.67647 0.3281
H -0.82824 -2.67972 -2.05012 0.3156
H -3.44259 -2.19990 -0.34081 0.3063
H -2.74903 -1.49285 -1.81562 0.3474
H -3.03983 -0.46268 -0.41974 0.3102
N 0.66864 0.56826 -2.34300 -0.6212
C -0.33265 1.37338 -3.06685 -0.5007
C -0.69932 2.59809 -2.24869 -0.8693
C -1.76800 2.21459 -1.24836 0.5783
O -2.90123 2.63462 -1.34880 -0.6804
O -1.39183 1.38838 -0.30528 -0.7434
H 1.58926 1.00108 -2.39242 0.3260
H 0.74894 -0.36576 -2.73275 0.3475
H -1.21336 0.75020 -3.22151 0.3096
H 0.04776 1.67078 -4.04474 0.4126
H -1.08658 3.38845 -2.88604 0.3782
H 0.18081 2.96568 -1.71430 0.3684
O 2.12062 -0.64368 -0.46676 -0.5433
N 2.93387 -0.71363 0.57789 -0.4159
C 3.90928 0.11544 0.50095 0.6852
C 4.04772 1.02326 -0.61745 0.2439
N 4.11605 1.71083 -1.53417 -0.5009
C 4.86810 0.16350 1.57549 0.0440
N 5.63361 0.24455 2.42694 -0.4279
```



no.,total energy (Ha)
1,-4446.6424
2,-2773.7780
3,-634.2650
4,-1900.8032
5,-1143.9460